{"formula": "C20H34AuCl2N3O4", "method": "ωB97M-V/def2-TZVPD", "fmax_ha_per_bohr": 0.08427, "de_lowest_kcal_mol": 16.6, "s_squared": 2.02, "lumo_energy_ev": [-0.2, -2.6], "total_energy_ev": -62685.1482, "spin_multiplicity": 3, "symbols": ["O", "C", "C", "C", "H", "C", "H", "C", "H", "C", "H", "C", "H", "H", "C", "C", "H", "H", "H", "C", "C", "H", "H", "H", "H", "Au", "Cl", "Cl", "C", "O", "N", "C", "C", "H", "H", "H", "H", "H", "H", "H", "H", "H", "C", "C", "N", "H", "C", "O", "H", "H", "H", "H", "C", "N", "C", "C", "O", "H", "H", "H", "H", "H", "H", "H"], "xyz": [[0.128, -1.515, -0.930], [-0.632, -1.619, -1.956], [0.070, -2.180, -3.205], [1.460, -2.142, -3.241], [2.001, -1.718, -2.389], [2.128, -2.657, -4.357], [3.213, -2.605, -4.386], [1.398, -3.227, -5.405], [1.922, -3.621, -6.282], [-0.003, -3.303, -5.337], [-0.575, -3.764, -6.140], [-0.667, -2.775, -4.231], [-1.755, -2.821, -4.134], [-1.547, -2.210, -1.737], [-2.936, -0.060, -1.999], [-1.476, 0.031, -2.318], [-3.608, 0.125, -2.859], [-3.143, 0.676, -1.218], [-3.228, -1.047, -1.586], [-1.048, 0.704, -3.515], [-1.813, 1.860, -4.058], [-0.276, 0.231, -4.133], [-2.408, 1.555, -4.933], [-1.102, 2.645, -4.334], [-2.492, 2.275, -3.280], [-0.097, 1.241, -1.620], [1.992, 1.459, -0.424], [-0.185, 3.514, -1.506], [0.784, 2.924, 2.291], [0.628, 2.172, 3.245], [1.038, 4.253, 2.355], [1.065, 4.916, 3.641], [1.525, 5.018, 1.222], [0.746, 2.558, 1.240], [0.558, 4.292, 4.376], [0.565, 5.887, 3.549], [2.097, 5.107, 3.966], [1.319, 4.464, 0.299], [2.608, 5.206, 1.310], [1.017, 5.988, 1.195], [-3.737, -0.359, 3.866], [-2.457, -2.425, 3.792], [-3.713, -0.296, 2.773], [-2.385, -2.363, 2.699], [-2.541, -0.984, 2.280], [-3.670, 0.747, 2.446], [-1.724, -0.387, 1.375], [-1.920, 0.754, 0.896], [-1.400, -2.721, 2.372], [-0.864, -1.007, 1.096], [-4.627, -0.770, 2.395], [-3.180, -2.996, 2.272], [2.656, -0.397, 2.164], [2.635, -1.683, 2.852], [3.768, -2.084, 3.666], [1.525, -2.463, 2.768], [0.557, -2.230, 2.106], [3.659, 0.021, 2.291], [1.909, 0.290, 2.585], [2.439, -0.524, 1.097], [3.456, -2.240, 4.708], [4.184, -3.032, 3.299], [4.529, -1.304, 3.615], [1.629, -3.381, 3.411]]}